Model P:
The following is a DFT calculation (ωB97M-V/def2-TZVPD) of the molecule C21H26O3.

Values from the calculation:
- SMILES string = CC1=C(C)C(=O)C(CCCCC#CCCCC#CCO)=C(C)C1=O
- highest occupied orbital energy (Ha) = -0.3269
- LUMO (eV) = -1.3

Atoms and positions in Å:
1 C -2.8349 -1.4247 -2.8313
2 C -2.3772 -0.5272 -1.7269
3 C -1.2098 0.1426 -1.7666
4 C -0.2672 0.0595 -2.9229
5 C -0.8332 1.0778 -0.6871
6 O 0.1045 1.8474 -0.8326
7 C -1.6606 1.0886 0.5359
8 C -1.1278 1.8768 1.6948
9 C -0.8136 0.9739 2.9055
10 C 0.5805 1.1964 3.4902
11 C 1.7170 0.8915 2.5011
12 C 1.4528 -0.2773 1.6866
13 C 1.2019 -1.2008 0.9649
14 C 0.9604 -2.3768 0.1498
15 C 2.2493 -2.8872 -0.5073
16 C 2.6582 -2.0703 -1.7370
17 C 2.9765 -0.6873 -1.4360
18 C 3.3014 0.4532 -1.2554
19 C 3.6294 1.8509 -1.0106
20 O 2.7434 2.5024 -0.1320
21 C -2.8393 0.4347 0.5693
22 C -3.7674 0.4702 1.7389
23 C -3.3031 -0.3741 -0.5814
24 O -4.4015 -0.9025 -0.5840
25 H -2.8577 -0.8881 -3.7786
26 H -2.1606 -2.2738 -2.9431
27 H -3.8318 -1.7954 -2.6056
28 H -0.5967 0.7300 -3.7175
29 H -0.2331 -0.9479 -3.3306
30 H 0.7288 0.3665 -2.6105
31 H -1.8540 2.6415 1.9813
32 H -0.2232 2.3868 1.3651
33 H -0.8837 -0.0715 2.5988
34 H -1.5496 1.1403 3.6940
35 H 0.6812 2.2274 3.8357
36 H 0.6798 0.5420 4.3603
37 H 1.8874 1.7372 1.8307
38 H 2.6444 0.7303 3.0582
39 H 0.5477 -3.1634 0.7911
40 H 0.2139 -2.1425 -0.6168
41 H 3.0563 -2.8687 0.2281
42 H 2.1000 -3.9234 -0.8234
43 H 3.5423 -2.5298 -2.1916
44 H 1.8505 -2.0969 -2.4758
45 H 3.6655 2.3750 -1.9817
46 H 4.6201 1.9149 -0.5458
47 H 1.8369 2.3657 -0.4512
48 H -3.7979 1.4610 2.1858
49 H -4.7648 0.1805 1.4153
50 H -3.4418 -0.2352 2.5020



Model Q:
The following is a DFT calculation (ωB97M-V/def2-TZVPD) of the molecule C21H26O3.

Values from the calculation:
- SMILES string = C=CCc1ccc(OCCCOc2ccc(C)c(C)c2)c(OC)c1
- highest occupied orbital energy (Ha) = -0.2816
- LUMO (eV) = 0.7

Atoms and positions in Å:
1 C -3.7491 -0.9915 2.1831
2 C -4.6875 -0.0425 1.6163
3 C -4.3411 1.2428 1.0460
4 C -2.7283 1.5381 0.9339
5 C -1.9134 2.1570 1.9375
6 C -0.4656 2.1352 1.9051
7 C 0.2408 1.8494 0.8079
8 O 1.5391 1.9932 0.7877
9 C 2.2971 2.0273 -0.3316
10 C 3.7749 1.7091 0.1239
11 C 3.7500 0.3306 0.7234
12 O 3.6381 -0.7025 -0.1089
13 C 2.4374 -1.3839 -0.0524
14 C 1.3185 -1.2111 0.8449
15 C 0.1592 -1.7624 0.7279
16 C -0.2949 -2.3646 -0.8329
17 C -1.6202 -2.9386 -0.7464
18 C 0.7044 -2.4839 -1.5062
19 C 0.6320 -3.2746 -2.6820
20 C 2.0744 -1.7589 -1.2104
21 C -0.6828 1.4083 -0.5731
22 O -0.0455 0.9273 -1.7277
23 C -0.7555 0.5638 -2.8732
24 C -2.0170 1.2274 -0.3816
25 H -4.1206 -1.9493 2.3325
26 H -2.5455 -0.8588 2.1751
27 H -5.6823 -0.1672 1.6292
28 H -4.7094 2.1173 1.8080
29 H -4.6906 1.5261 0.1987
30 H -2.2996 2.1067 2.8314
31 H 0.1507 2.5369 2.7264
32 H 2.1404 0.8587 -0.9218
33 H 2.3248 2.8224 -1.0424
34 H 4.0789 2.3459 0.7133
35 H 4.3447 1.7245 -0.6328
36 H 3.3087 0.2922 1.7769
37 H 4.9440 0.2167 1.0809
38 H 1.5438 -0.6956 1.9947
39 H -0.7350 -1.4349 1.2174
40 H -1.4977 -3.8699 -0.6881
41 H -1.9385 -2.5729 -1.7089
42 H -2.3521 -2.7339 -0.0242
43 H -0.2590 -2.7508 -3.2786
44 H 1.3834 -3.3816 -3.4635
45 H 0.2056 -4.1802 -2.6565
46 H 2.7411 -2.1523 -2.1009
47 H -1.2908 -0.1102 -2.4765
48 H -1.6042 1.2510 -3.0499
49 H -0.1066 0.5162 -3.6313
50 H -2.6768 0.9173 -1.0762



Which is most stable, and by how much? model P, by 295.7 kcal/mol.



Model P:
The following is a DFT calculation (ωB97M-V/def2-TZVPD) of a cluster of 2 separate species, C3H9NO3 in total.

Values from the calculation:
- SMILES string = CN(O)C(=O)O.C
- highest occupied orbital energy (Ha) = -0.3364
- LUMO (eV) = 0.6

Atoms and positions in Å:
1 C 1.0503 -0.0489 1.7069
2 N 0.4537 0.7965 0.7132
3 O -0.7927 1.3289 1.0820
4 C 0.9426 0.9759 -0.5190
5 O 1.9815 0.5114 -0.9229
6 O 0.1346 1.7741 -1.2774
7 H 1.2061 0.5198 2.6241
8 H 0.4006 -0.9009 1.9152
9 H 2.0022 -0.3926 1.3102
10 H -1.1097 1.8183 0.3066
11 H 0.5422 1.8776 -2.1468
12 C -1.3613 -1.6511 -0.9576
13 H -0.2841 -1.5898 -1.0474
14 H -1.6842 -1.1476 -0.0555
15 H -1.6591 -2.6906 -0.9149
16 H -1.8225 -1.1809 -1.8167



Model Q:
The following is a DFT calculation (ωB97M-V/def2-TZVPD) of a cluster of 2 separate species, C3H9NO3 in total.

Values from the calculation:
- SMILES string = CC(=O)NCO.O
- highest occupied orbital energy (Ha) = -0.3629
- LUMO (eV) = 0.5

Atoms and positions in Å:
1 C 2.3070 0.9293 -0.6112
2 C 0.9403 1.3428 -1.0563
3 O 0.6927 1.6788 -2.1756
4 N -0.0120 1.4034 -0.0444
5 C -0.1759 0.4547 0.9835
6 O -0.7789 -0.6861 0.4187
7 H 2.7572 1.7517 -0.0575
8 H 2.3641 0.0418 0.0150
9 H 2.9393 0.7393 -1.4733
10 H -0.9291 1.6132 -0.4448
11 H 0.7113 0.1739 1.5571
12 H -0.7732 0.8757 1.7964
13 H -1.1303 -1.4949 0.7599
14 O -2.6914 -3.1852 0.0513
15 H -2.5807 -2.2776 0.3150
16 H -3.6405 -3.3608 -0.0338



Model R:
The following is a DFT calculation (ωB97M-V/def2-TZVPD) of a cluster of 2 separate species, C3H9NO3 in total.

Values from the calculation:
- SMILES string = O=CCNCO.O
- highest occupied orbital energy (Ha) = -0.3365
- LUMO (eV) = 0.6

Atoms and positions in Å:
1 O 1.4488 -0.6662 -2.2312
2 C 0.9381 -0.5598 -1.1430
3 C -0.4930 -0.0659 -1.0308
4 N -1.1889 -0.9209 -0.0836
5 C -0.8138 -0.6693 1.3012
6 O -1.8454 0.0141 2.0038
7 H 1.4771 -0.9226 -0.2579
8 H -0.9202 -0.1076 -2.0314
9 H -0.4800 1.0072 -0.7904
10 H -2.1827 -1.0539 -0.1617
11 H -0.7768 -1.6683 1.7567
12 H 0.1352 -0.1560 1.4071
13 H -1.4759 0.7152 2.5523
14 O 1.7550 2.1287 0.5817
15 H 1.4954 2.8107 -0.0521
16 H 2.4380 1.6601 0.1263



Which is most stable, and by how much? model Q, by 13.3 kcal/mol.



Model P:
The following is a DFT calculation (ωB97M-V/def2-TZVPD) of a cluster of 2 separate species, C3H9NO3 in total.

Values from the calculation:
- SMILES string = CCNC(=O)O.O
- highest occupied orbital energy (Ha) = -0.3676
- LUMO (eV) = 0.5

Atoms and positions in Å:
1 C -0.1494 -2.0048 1.7375
2 C -0.0567 -0.6622 1.0341
3 N 0.2103 -0.7802 -0.4045
4 C -0.5228 -0.0750 -1.2957
5 O -1.5520 0.4899 -1.0202
6 O 0.0217 0.0381 -2.5489
7 H 0.6434 -2.7381 1.6133
8 H -0.3905 -1.7861 2.7860
9 H -1.1285 -2.4476 1.5165
10 H -1.0353 -0.2190 1.1833
11 H 0.6737 0.0405 1.4309
12 H 1.0188 -1.3230 -0.6336
13 H 0.0294 -0.7934 -3.0342
14 O 1.5832 2.8089 1.7624
15 H 1.4944 2.5503 0.8353
16 H 0.7004 3.1247 1.9832



Model Q:
The following is a DFT calculation (ωB97M-V/def2-TZVPD) of a cluster of 2 separate species, C3H9NO3 in total.

Values from the calculation:
- SMILES string = CCNC(=O)O.O
- highest occupied orbital energy (Ha) = -0.3714
- LUMO (eV) = 0.7

Atoms and positions in Å:
1 C -2.5780 -0.3850 0.7831
2 C -1.6373 -0.2066 -0.3915
3 N -0.4619 0.5703 -0.0491
4 C 0.7939 0.0941 -0.0125
5 O 1.2126 -0.9355 -0.4921
6 O 1.6201 0.9424 0.6723
7 H -3.3974 -1.0297 0.4528
8 H -2.1127 -0.8529 1.6468
9 H -3.0243 0.5519 1.1123
10 H -1.2746 -1.1507 -0.7792
11 H -2.1728 0.2996 -1.2032
12 H -0.5958 1.3525 0.5745
13 H 2.3122 0.3389 0.9940
14 O 3.9989 -0.0076 -0.8092
15 H 4.0421 0.8704 -1.2003
16 H 3.2751 -0.4522 -1.2986



Which is most stable, and by how much? model Q, by 17.7 kcal/mol.